1.
C4H8FNO | ωB97M-V/def2-TZVPD

- E_HOMO: -9.7 eV
- E_tot: -10531.2729 eV
- ΔE to the lowest compared entry with this formula, charge and spin: 28.4 kcal/mol
- 2S+1: 1
- Total charge: 0

Cartesian coordinates (Å):
C: -0.022 0.289 1.596
C: 1.326 -0.234 1.029
C: -0.099 0.053 -0.690
C: -0.864 -0.584 -1.772
N: -0.682 0.690 0.352
O: 0.923 -0.707 -0.274
F: 0.552 1.532 -1.629
H: -0.532 -0.606 2.219
H: 0.297 1.009 2.339
H: 2.046 0.555 1.136
H: 1.597 -1.122 1.647
H: -0.366 -0.945 -2.654
H: -1.578 0.048 -2.257
H: -1.376 -1.489 -1.323
H: -1.223 1.508 0.281



2.
C5H11O | ωB97M-V/def2-TZVPD

- E_HOMO: -14.1 eV
- E_tot: -7399.4305 eV
- ΔE to the lowest compared entry with this formula, charge and spin: 65.0 kcal/mol
- 2S+1: 1
- Total charge: +1

Cartesian coordinates (Å):
C: 2.442 0.090 0.045
C: -0.829 -0.996 1.316
C: -0.182 -0.738 -1.197
C: -0.827 1.652 0.127
C: 0.030 -0.249 0.213
O: 1.364 0.058 0.650
H: 3.377 0.511 0.736
H: 2.650 -0.121 -0.933
H: -0.720 -0.539 2.325
H: -1.810 -0.951 0.974
H: -0.381 -2.031 1.309
H: -1.155 -0.689 -1.537
H: 0.474 -0.443 -1.914
H: -0.016 -1.822 -1.114
H: -0.055 2.294 -0.456
H: -1.850 1.459 -0.146
H: -0.821 2.027 1.148



3.
C2H22F6O17S2Zn2 | ωB97M-V/def2-TZVPD

- E_HOMO: -10.9 eV
- E_tot: -172033.7621 eV
- 2S+1: 1
- Total charge: +2

Cartesian coordinates (Å):
Zn: 3.072 -1.275 2.332
Zn: -3.149 -0.911 2.095
C: 0.349 0.767 -4.707
F: 1.093 -0.358 -4.709
F: -0.568 0.640 -5.663
F: -0.283 0.871 -3.512
S: 1.351 2.288 -4.988
O: 0.327 3.283 -4.756
O: 2.348 2.176 -3.936
O: 1.803 2.125 -6.338
C: 0.108 -0.527 -0.739
F: -1.004 -0.003 -1.188
F: 0.073 -1.854 -1.004
F: 1.189 -0.009 -1.234
S: 0.094 -0.376 1.068
O: 1.265 -1.190 1.445
O: 0.258 1.008 1.407
O: -1.211 -0.918 1.451
O: -2.738 -1.866 3.854
H: -3.423 -2.290 4.393
H: -1.948 -2.411 3.964
O: 2.467 3.225 1.316
H: 1.603 2.837 1.117
H: 2.450 3.399 2.262
O: 3.213 -3.243 2.288
H: 2.651 -3.909 1.869
H: 4.058 -3.684 2.474
O: 3.080 0.664 2.639
H: 3.817 1.288 2.533
H: 2.352 1.170 3.025
O: -3.246 -2.790 1.161
H: -3.899 -3.486 1.314
H: -2.546 -3.196 0.634
O: -3.644 0.080 0.328
H: -3.965 -0.101 -0.569
H: -3.129 0.896 0.247
O: 1.135 -2.939 -3.367
H: 0.935 -2.193 -2.802
H: 0.411 -3.559 -3.240
O: -2.900 1.847 -2.603
H: -2.031 1.795 -2.195
H: -2.700 1.867 -3.547
O: -0.565 3.752 1.700
H: -0.282 4.210 2.499
H: -0.712 2.839 1.967
O: -3.078 0.956 2.967
H: -3.619 1.760 2.953
H: -2.573 0.995 3.790
O: 3.875 -1.196 0.392
H: 3.929 -0.458 -0.237
H: 3.908 -1.996 -0.151



4.
C9H13F3N2 | ωB97M-V/def2-TZVPD

- E_HOMO: -9.2 eV
- E_tot: -20675.2914 eV
- 2S+1: 1
- Total charge: 0

Cartesian coordinates (Å):
H: -1.344 -3.385 -0.919
N: -1.071 -3.097 0.009
C: -0.664 -1.920 0.138
C: -0.369 -1.576 1.542
C: -0.130 -0.319 1.961
C: -0.020 0.887 1.107
N: 0.870 1.863 1.677
C: 0.387 0.485 -0.362
C: 0.538 1.698 -1.299
C: 1.877 -0.208 -0.316
F: 2.090 -1.103 0.689
F: 2.175 -0.841 -1.457
F: 2.812 0.751 -0.224
C: -0.584 -0.669 -0.885
C: -2.035 -0.316 -1.127
H: -0.450 -2.436 2.193
H: -0.015 -0.041 2.945
H: -1.017 1.304 1.085
H: 1.825 1.511 1.825
H: 0.935 2.767 1.206
H: 1.046 1.458 -2.187
H: 1.071 2.474 -0.646
H: -0.417 2.321 -1.361
H: -0.310 -0.978 -1.943
H: -2.507 -0.166 -0.221
H: -2.582 -1.011 -1.665
H: -2.110 0.546 -1.765



5.
C10H23BrFN2NbO4P | ωB97M-V/def2-TZVPD

- E_HOMO: -4.6 eV
- E_tot: -105509.0500 eV
- 2S+1: 1
- Total charge: -1

Cartesian coordinates (Å):
C: 3.983 -1.631 1.200
C: 4.491 -0.598 0.048
C: 4.281 0.877 0.628
O: 5.077 1.239 1.550
O: 3.234 1.771 0.200
C: 2.037 1.227 0.894
C: 0.697 2.068 0.584
Nb: -1.039 0.770 -0.219
C: -0.547 -0.951 1.197
Br: -1.788 2.846 -1.748
C: -2.635 -0.576 -1.148
N: -3.461 -1.350 -0.170
C: -3.098 -2.794 -0.103
C: -2.470 1.613 1.374
C: -3.856 2.156 0.783
O: -4.183 3.373 0.842
F: -4.844 1.297 0.169
P: 0.558 -0.032 -2.037
N: -0.239 -0.287 -3.594
O: 1.607 1.336 -2.338
H: 4.058 -2.730 0.858
H: 4.560 -1.461 2.185
H: 2.870 -1.471 1.459
H: 5.569 -0.823 -0.278
H: 3.823 -0.728 -0.886
H: 2.320 1.234 2.019
H: 1.913 0.159 0.508
H: 0.987 2.892 -0.176
H: 0.419 2.600 1.575
H: 0.263 -0.710 1.972
H: -0.231 -1.869 0.584
H: -1.503 -1.242 1.761
H: -3.316 0.041 -1.858
H: -2.070 -1.303 -1.853
H: -3.464 -0.935 0.770
H: -4.089 -3.371 0.077
H: -2.439 -3.064 0.813
H: -2.665 -3.222 -1.069
H: -2.020 2.454 2.003
H: -2.753 0.758 2.105
H: 0.052 -1.170 -4.029
H: -1.260 -0.182 -3.547
H: 1.171 1.789 -3.105



6.
C3H10N2O | ωB97M-V/def2-TZVPD

- E_HOMO: -8.5 eV
- E_tot: -8299.0235 eV
- ΔE to the lowest compared entry with this formula, charge and spin: 57.2 kcal/mol
- 2S+1: 1
- Total charge: 0

Cartesian coordinates (Å):
N: -0.138 2.076 -0.448
C: -0.826 0.764 -0.291
C: -0.217 -0.295 0.577
N: -1.237 -1.352 0.825
C: 1.038 -0.822 -0.192
O: 2.316 -0.327 0.208
H: -0.580 3.001 -0.426
H: 0.760 2.125 -0.135
H: -0.981 0.265 -1.302
H: -1.902 0.902 -0.091
H: 0.062 0.049 1.591
H: -1.108 -2.027 1.609
H: -2.090 -1.387 0.165
H: 1.088 -1.867 -0.243
H: 0.852 -0.667 -1.254
H: 2.965 -0.438 -0.593



7.
C9H10O3S | ωB97M-V/def2-TZVPD

- E_HOMO: -9.8 eV
- E_tot: -26468.3877 eV
- ΔE to the lowest compared entry with this formula, charge and spin: 79.5 kcal/mol
- 2S+1: 1
- Total charge: 0

Cartesian coordinates (Å):
C: 2.657 1.987 0.080
C: 2.253 1.336 1.235
C: 1.831 1.896 -1.101
C: 1.068 0.577 1.208
C: 0.687 1.266 -1.108
C: 0.495 0.431 0.001
C: -1.239 -0.375 -0.026
C: -0.412 -2.710 -0.499
C: -1.354 -1.808 0.215
O: -3.921 -0.085 0.628
O: -2.484 2.008 0.617
O: -2.066 0.195 -1.111
S: -2.622 0.614 0.380
H: 3.453 2.643 -0.085
H: 2.825 1.377 2.224
H: 2.202 2.434 -1.978
H: 1.069 -0.116 2.054
H: -0.024 1.174 -1.963
H: -0.481 -3.717 -0.057
H: 0.598 -2.426 -0.475
H: -0.721 -2.765 -1.460
H: -1.418 -1.979 1.346
H: -2.395 -1.957 -0.127



8.
C19H39NO8 | ωB97M-V/def2-TZVPD

- E_HOMO: -9.4 eV
- E_tot: -38201.6249 eV
- ΔE to the lowest compared entry with this formula, charge and spin: 83.5 kcal/mol
- 2S+1: 1
- Total charge: 0

Cartesian coordinates (Å):
C: -0.444 -0.388 -0.479
N: -0.390 0.396 0.774
O: 0.359 1.396 0.804
O: -1.111 0.065 1.725
H: 0.448 -0.172 -1.024
H: -1.386 -0.109 -0.927
H: -0.440 -1.438 -0.237
C: 1.970 -0.654 -5.493
C: 0.979 -0.556 -4.366
C: -0.535 -0.540 -4.665
O: 1.317 -0.567 -3.202
H: 2.875 -1.152 -5.138
H: 2.223 0.242 -6.062
H: 1.500 -1.294 -6.252
H: -1.081 -0.736 -3.746
H: -0.915 -1.125 -5.477
H: -0.773 0.496 -4.920
C: -1.490 3.576 3.558
C: -0.108 4.252 3.525
C: 0.432 4.688 2.154
O: 0.556 4.309 4.517
H: -1.355 2.535 3.287
H: -2.183 4.038 2.841
H: -1.879 3.599 4.577
H: -0.303 5.240 1.578
H: 0.656 3.755 1.615
H: 1.318 5.283 2.399
C: -0.346 -3.248 2.385
C: -0.113 -4.758 2.483
C: -1.160 -5.595 1.802
O: 0.760 -5.249 3.118
H: -0.190 -3.073 1.321
H: 0.303 -2.613 2.979
H: -1.413 -3.003 2.495
H: -1.473 -5.204 0.854
H: -2.013 -5.603 2.473
H: -0.803 -6.628 1.663
C: -4.459 0.687 0.200
C: -5.408 1.144 1.342
C: -5.537 2.655 1.565
O: -5.941 0.354 2.067
H: -4.787 1.151 -0.739
H: -4.584 -0.394 0.082
H: -3.406 0.980 0.416
H: -6.616 2.799 1.723
H: -5.317 3.189 0.663
H: -4.962 3.047 2.414
C: 3.113 1.862 -1.317
C: 2.570 3.244 -1.698
C: 1.124 3.270 -2.088
O: 3.246 4.221 -1.774
H: 3.242 1.322 -2.249
H: 2.483 1.318 -0.628
H: 4.070 1.980 -0.790
H: 0.748 4.292 -2.227
H: 0.602 2.786 -1.293
H: 0.959 2.700 -3.007
C: 2.988 -2.973 -0.696
C: 3.921 -3.717 0.197
C: 3.844 -3.367 1.708
O: 4.750 -4.483 -0.185
H: 3.367 -2.016 -1.067
H: 2.030 -2.772 -0.243
H: 2.806 -3.532 -1.606
H: 4.765 -3.495 2.269
H: 3.114 -4.056 2.118
H: 3.482 -2.362 1.905



9.
C29H31N8O6PRbS2 | ωB97M-V/def2-TZVPD

- E_HOMO: -4.3 eV
- E_tot: -86396.9069 eV
- ΔE to the lowest compared entry with this formula, charge and spin: 47.5 kcal/mol
- 2S+1: 1
- Total charge: -1

Cartesian coordinates (Å):
Rb: 0.194 0.525 0.140
O: 4.512 -1.074 -0.195
C: 4.293 -2.364 -0.466
C: 5.279 -3.097 -1.129
C: 5.095 -4.437 -1.393
C: 3.926 -5.073 -1.002
C: 2.944 -4.355 -0.348
C: 3.098 -3.000 -0.082
C: 2.043 -2.214 0.607
O: 2.283 -1.054 1.047
N: 0.937 -2.893 0.821
N: -0.215 -2.340 1.087
C: -1.031 -2.916 1.901
C: -2.353 -2.400 2.091
C: -3.271 -3.078 2.917
C: -4.523 -2.543 3.117
C: -4.849 -1.346 2.490
C: -3.893 -0.763 1.670
N: -2.691 -1.258 1.471
H: 3.697 -0.783 0.318
H: 6.193 -2.592 -1.404
H: 5.874 -5.001 -1.888
H: 3.792 -6.130 -1.195
H: 2.037 -4.838 -0.019
H: -0.754 -3.809 2.475
H: -2.989 -4.014 3.380
H: -5.243 -3.048 3.748
H: -5.817 -0.891 2.633
H: -4.109 0.159 1.142
C: -1.490 -1.745 -5.092
N: -1.411 -2.703 -3.909
C: -0.291 -3.691 -4.183
N: 0.931 -3.049 -4.470
C: 0.771 -2.161 -5.608
N: -0.247 -1.158 -5.387
C: 0.163 -0.163 -4.396
P: 0.368 -0.791 -2.649
C: -1.164 -1.945 -2.663
C: 1.437 -2.297 -3.309
H: -2.210 -0.969 -4.829
H: -1.848 -2.339 -5.946
H: -2.297 -3.209 -3.826
H: -0.603 -4.303 -5.041
H: -0.185 -4.318 -3.293
H: 0.500 -2.763 -6.490
H: 1.721 -1.656 -5.786
H: -0.532 0.679 -4.388
H: 1.133 0.246 -4.680
H: -2.017 -1.299 -2.462
H: -1.049 -2.646 -1.834
H: 1.568 -3.007 -2.487
H: 2.434 -1.930 -3.566
S: 0.369 5.598 5.901
C: 0.174 4.201 4.783
C: 1.136 3.943 3.820
C: 0.934 2.860 2.973
N: -0.126 2.073 3.049
C: -1.040 2.333 3.967
C: -0.942 3.387 4.867
C: -0.351 6.802 4.783
C: -1.725 6.989 4.758
C: -2.231 7.940 3.887
N: -1.477 8.671 3.085
C: -0.170 8.474 3.109
C: 0.451 7.554 3.940
H: 2.017 4.561 3.739
H: 1.661 2.612 2.207
H: -1.892 1.667 3.989
H: -1.702 3.563 5.613
H: -2.372 6.416 5.403
H: -3.296 8.131 3.834
H: 0.410 9.087 2.432
H: 1.522 7.429 3.937
O: -1.117 0.683 -2.080
S: -0.289 1.972 -2.357
O: -0.794 2.575 -3.583
O: -0.407 2.842 -1.192
O: 1.112 1.481 -2.510



10.
C42H66BrCl45NO6 | ωB97M-V/def2-TZVPD

- E_HOMO: -11.0 eV
- E_tot: -691937.8180 eV
- 2S+1: 1
- Total charge: +1

Cartesian coordinates (Å):
C: 9.298 1.142 -0.653
O: 8.056 1.877 -0.453
C: 7.620 2.296 -1.771
C: 6.090 1.771 -1.933
C: 5.207 2.632 -0.895
C: 4.309 3.673 -1.731
C: 4.660 5.223 -1.454
C: 3.667 6.237 -2.246
C: 2.177 5.927 -1.697
C: 1.431 5.027 -2.789
C: -0.004 4.597 -2.193
C: -0.089 3.001 -1.891
C: -1.634 2.499 -1.994
C: -1.618 1.341 -3.102
Br: -1.768 2.253 -4.898
C: -2.689 0.161 -2.888
C: -3.166 -0.457 -4.318
C: -3.912 0.496 -1.903
C: -5.240 1.017 -2.693
C: -4.992 2.329 -3.570
C: -6.307 3.296 -3.518
O: -5.793 4.665 -3.632
C: -5.287 4.911 -4.958
C: -3.613 1.548 -0.736
C: -4.138 0.947 0.686
C: -5.365 1.853 1.221
O: -5.349 2.211 2.412
O: -6.440 2.284 0.389
C: -6.495 3.716 0.322
C: -7.843 4.514 0.721
O: -5.544 4.428 -0.079
N: -2.216 2.092 -0.669
C: -2.214 3.229 0.330
C: -1.441 2.918 1.695
O: -0.182 2.227 1.551
H: 9.984 1.662 -1.401
H: 9.856 1.072 0.346
H: 9.064 0.073 -1.004
H: 8.209 1.847 -2.636
H: 7.559 3.442 -1.828
H: 5.973 0.673 -1.644
H: 5.798 1.900 -3.025
H: 5.843 3.250 -0.166
H: 4.532 1.931 -0.295
H: 4.401 3.530 -2.873
H: 3.209 3.423 -1.486
H: 4.499 5.382 -0.324
H: 5.725 5.507 -1.766
H: 3.933 7.330 -2.000
H: 3.669 6.072 -3.374
H: 1.584 6.893 -1.514
H: 2.216 5.345 -0.718
H: 1.240 5.657 -3.735
H: 2.017 4.114 -3.133
H: -0.786 4.924 -2.978
H: -0.233 5.226 -1.259
H: 0.584 2.519 -2.670
H: 0.376 2.809 -0.869
H: -2.219 3.437 -2.320
H: -0.588 0.828 -3.141
H: -2.109 -0.708 -2.391
H: -3.632 -1.470 -4.066
H: -3.851 0.239 -4.895
H: -2.190 -0.656 -4.892
H: -4.240 -0.524 -1.472
H: -5.628 0.125 -3.305
H: -6.061 1.253 -1.931
H: -4.822 2.127 -4.686
H: -4.128 2.983 -3.224
H: -6.938 3.076 -4.443
H: -6.898 3.153 -2.555
H: -6.001 4.613 -5.795
H: -5.132 6.049 -5.059
H: -4.275 4.433 -5.182
H: -4.304 2.453 -0.931
H: -3.334 0.919 1.492
H: -4.560 -0.106 0.598
H: -7.566 5.627 0.809
H: -8.295 4.154 1.698
H: -8.527 4.424 -0.185
H: -1.620 1.302 -0.330
H: -3.279 3.556 0.633
H: -1.748 4.193 -0.096
H: -1.194 3.942 2.165
H: -2.054 2.364 2.484
H: -0.293 1.259 1.656
C: 2.988 6.872 -6.179
Cl: 4.530 7.729 -6.301
Cl: 2.138 6.896 -7.730
Cl: 3.243 5.207 -5.636
H: 2.370 7.382 -5.442
C: -3.563 -1.688 3.713
Cl: -4.336 -2.632 2.432
Cl: -2.768 -2.749 4.882
Cl: -2.404 -0.545 3.016
H: -4.332 -1.122 4.234
C: 2.136 -0.955 -2.984
Cl: 3.844 -1.367 -3.171
Cl: 1.911 0.155 -1.622
Cl: 1.495 -0.248 -4.475
H: 1.585 -1.867 -2.775
C: -8.024 0.909 -6.427
Cl: -8.806 -0.052 -7.687
Cl: -7.202 -0.142 -5.262
Cl: -6.881 2.057 -7.140
H: -8.791 1.472 -5.899
C: 7.054 -1.378 -4.987
Cl: 8.152 -0.797 -3.725
Cl: 6.248 -0.018 -5.783
Cl: 7.930 -2.359 -6.168
H: 6.295 -2.002 -4.520
C: -4.712 -6.170 5.102
Cl: -4.624 -6.534 3.372
Cl: -6.394 -6.164 5.650
Cl: -3.758 -7.333 6.033
H: -4.296 -5.178 5.264
C: -1.928 -10.943 5.343
Cl: -3.098 -12.268 5.275
Cl: -0.657 -11.295 6.522
Cl: -1.229 -10.647 3.745
H: -2.449 -10.042 5.661
C: 2.321 -3.354 0.166
Cl: 1.882 -1.831 0.956
Cl: 1.263 -3.668 -1.219
Cl: 4.015 -3.321 -0.336
H: 2.191 -4.163 0.883
C: 0.438 -2.915 6.921
Cl: -0.691 -4.278 6.876
Cl: 1.728 -3.213 8.091
Cl: 1.114 -2.617 5.311
H: -0.109 -2.028 7.233
C: -0.425 -8.645 9.548
Cl: 1.124 -8.424 8.727
Cl: -0.450 -7.767 11.084
Cl: -1.753 -8.110 8.506
H: -0.556 -9.705 9.758
C: -5.309 -4.118 -0.846
Cl: -4.061 -3.853 -2.074
Cl: -6.657 -2.993 -1.076
Cl: -5.879 -5.790 -0.887
H: -4.871 -3.929 0.131
C: 4.183 -7.126 6.147
Cl: 3.103 -5.762 6.466
Cl: 5.368 -7.301 7.449
Cl: 3.242 -8.610 5.951
H: 4.719 -6.935 5.220
C: 5.710 -5.947 2.105
Cl: 4.126 -5.488 2.752
Cl: 6.618 -6.891 3.294
Cl: 5.526 -6.856 0.599
H: 6.269 -5.038 1.890
C: 1.545 -0.466 11.065
Cl: 3.056 0.445 10.946
Cl: 0.708 -0.489 9.505
Cl: 1.855 -2.114 11.629
H: 0.903 0.028 11.790
C: 8.675 -2.809 -0.445
Cl: 6.971 -3.077 -0.844
Cl: 8.830 -2.112 1.173
Cl: 9.585 -4.320 -0.562
H: 9.087 -2.103 -1.164